Record 1
Density functional theory data (the ωB97M-V functional and the def2-TZVPD basis) for a molecular structure, C24H34N8O5PS2 at a distorted geometry.

The geometry in XYZ format:
```
74
Properties=species:S:1:pos:R:3:forces:R:3:lowdin_charge:R:1
S 0.126924 -7.465927 -3.454611 -2.14 -4.26 -0.61 0.404
S -0.499913 -6.503654 -0.932052 -3.84 0.75 1.77 0.483
P 1.091990 -5.561811 -3.794701 -0.11 2.67 -2.26 0.688
O 0.478597 -4.741051 -4.923407 0.54 -1.12 1.44 -0.482
O -0.666624 -5.057395 -1.234010 1.56 -1.61 -0.15 -0.419
O 1.180968 -8.481350 -3.175840 -0.78 2.24 0.05 -0.420
O -0.592079 -7.737045 -4.721972 1.22 1.13 2.03 -0.378
O -1.327846 -6.852851 0.244378 1.80 -0.34 -2.20 -0.358
N -0.480254 2.498627 4.565713 -0.08 0.06 0.00 -0.007
N -6.146901 -5.691311 -1.676156 0.05 -0.07 0.02 -0.013
N 1.099077 -6.873274 -0.492056 -1.09 0.67 -0.29 -0.079
N -1.209468 -2.071516 -0.246431 -0.04 0.15 0.06 0.030
N 3.515971 11.054768 4.026842 -0.05 0.11 -0.03 0.001
N -1.009511 -7.418891 -2.237398 2.74 1.48 0.05 -0.343
N 2.580373 -4.138760 -6.726160 0.00 0.04 0.10 0.012
N -0.010389 6.013474 4.299241 0.08 0.00 0.03 0.005
C 3.798244 12.236890 4.655073 0.02 0.00 -0.01 -0.144
C -1.059370 2.416031 5.804962 -0.05 0.05 0.04 -0.155
C -0.532032 0.008707 0.093572 0.11 0.02 -0.03 -0.128
C -0.225657 -1.172098 -0.536186 -0.07 -0.07 0.01 -0.137
C 0.639044 6.157117 3.103689 -0.01 -0.02 0.00 -0.140
C 1.089285 7.929945 4.409456 0.00 0.01 0.12 -0.117
C -6.617071 -6.956488 -1.450173 -0.01 -0.06 -0.01 -0.162
C 2.867583 -2.966012 -7.361279 0.04 -0.10 0.07 -0.146
C 3.467552 13.256030 3.799992 0.04 -0.01 0.13 -0.117
C 3.924146 -3.186711 -8.211698 -0.05 0.14 -0.01 -0.133
C -1.748505 -0.193660 0.793981 -0.14 -0.03 0.04 -0.137
C -4.432106 -7.061593 -1.987047 0.01 0.08 -0.04 -0.093
C -5.574353 -7.828553 -1.638248 -0.16 0.06 0.03 -0.112
C -4.816142 -5.746980 -2.000486 0.00 -0.06 -0.03 -0.128
C 3.434093 -5.110692 -7.162476 -0.04 0.10 0.07 -0.151
C -1.107089 1.638320 3.704718 -0.02 0.06 0.03 -0.129
C 0.260183 7.086379 5.102499 0.01 -0.01 -0.01 -0.137
C -2.139526 -1.489142 0.564559 0.06 -0.03 -0.09 -0.130
C 1.329684 7.340589 3.141296 0.02 -0.08 -0.07 -0.114
C 4.284577 -4.551123 -8.085099 0.04 -0.14 0.02 -0.131
C 3.002775 11.305779 2.783933 0.02 0.00 -0.01 -0.141
C 2.962718 12.665246 2.613142 -0.04 -0.10 -0.07 -0.114
C -2.072986 1.496185 5.730544 0.06 0.10 0.07 -0.111
C -2.102184 1.002919 4.399888 0.04 0.02 -0.11 -0.101
H -0.701706 3.014630 6.626308 0.00 -0.04 0.01 0.101
H 1.839433 -4.270761 -6.029819 -0.04 -0.01 -0.36 0.068
H 1.938993 7.737818 2.346347 -0.01 -0.02 -0.01 0.084
H 4.208438 12.250844 5.650343 0.00 0.02 -0.01 0.103
H 0.552983 5.409986 2.332736 -0.01 0.04 -0.02 0.107
H -0.792265 1.552913 2.679831 0.03 -0.07 0.01 0.088
H 1.478939 8.866641 4.773274 -0.06 0.02 0.00 0.076
H -6.690785 -4.854073 -1.614273 -0.03 0.07 0.01 0.133
H -0.158606 7.157413 6.091659 0.00 0.02 -0.01 0.106
H -2.775050 0.264383 3.997664 0.03 -0.02 -0.01 0.092
H -0.599559 5.239078 4.548998 -0.11 0.01 -0.02 0.123
H 2.609292 13.178047 1.734307 0.00 -0.01 0.00 0.089
H 1.149905 -7.883516 -0.517123 0.25 -0.21 -0.08 0.058
H 0.053037 0.913912 0.054659 0.00 -0.01 -0.02 0.081
H 1.164259 -4.767322 -2.623465 0.13 -0.69 0.03 -0.003
H 2.298212 -2.075530 -7.155803 0.01 0.01 -0.01 0.103
H 0.288729 3.095402 4.325537 0.15 -0.09 0.00 0.127
H 5.073371 -5.065449 -8.609828 -0.01 0.00 0.00 0.080
H -2.719829 1.207201 6.542050 0.01 -0.01 0.00 0.089
H -4.259101 -4.850176 -2.212191 0.04 -0.03 0.00 0.107
H 0.604579 -1.446216 -1.164026 0.00 0.02 -0.01 0.106
H 2.442999 -5.849483 -4.160051 -0.36 -0.45 0.52 0.013
H -2.278646 0.525877 1.395435 -0.06 -0.01 -0.03 0.069
H -7.645324 -7.125683 -1.177001 0.01 -0.01 0.00 0.094
H 3.575061 14.308182 4.004541 0.00 0.00 0.00 0.087
H 1.764660 -6.467270 -1.135430 0.14 -0.07 -0.10 0.026
H 2.712027 10.500032 2.131764 -0.01 0.02 -0.01 0.101
H -3.442591 -7.427952 -2.201428 0.02 0.02 0.02 0.065
H -5.625530 -8.899847 -1.534973 0.01 0.00 0.01 0.085
H 3.364668 -6.116732 -6.782947 0.00 -0.01 -0.04 0.101
H 4.383208 -2.451117 -8.852302 -0.01 -0.01 0.00 0.079
H 3.662217 10.143510 4.417268 0.01 -0.07 0.01 0.134
H -2.996158 -2.043236 0.908338 0.00 0.01 0.01 0.107
H -1.243638 -3.020622 -0.580395 0.11 -0.28 -0.01 0.106
```
Positions in Å, forces in eV/Å.

Calculated values
energy = -78556.49659 eV
strongest force on any atom = 4.8 eV/A
highest occupied orbital energy = -5.853 eV
M = 609.70 g/mol
total charge = -1
frontier orbital gap = 7.5845 eV

---

Record 2
Density functional theory data (the ωB97M-V functional and the def2-TZVPD basis) for C24H34O5 in the gas phase.

The geometry in XYZ format:
```
63
Properties=species:S:1:pos:R:3:forces:R:3:nbo_charge:R:1
O -5.844526 2.016624 3.098465 -0.14 0.06 -0.02 -0.527
O 4.475170 -2.388728 -2.916246 -0.06 -0.14 0.11 -0.609
O 6.017610 -1.194491 -3.988065 0.61 0.36 -0.27 -0.687
O 0.841045 2.497636 -0.216185 -0.04 0.20 -0.08 -0.549
O -2.930993 -1.376771 -0.807369 -0.12 0.07 -0.27 -0.534
C 3.769728 -0.575263 -4.344034 0.04 0.11 -0.01 -0.514
C -4.412386 0.447393 1.994226 -0.16 -0.18 -0.08 -0.538
C 2.021391 -0.807440 0.424028 -0.15 0.13 -0.03 -0.632
C -1.050998 -0.822121 0.593830 -0.04 0.32 -0.62 -0.353
C -1.234679 0.462529 1.430292 0.12 -0.23 0.26 -0.173
C 3.551405 0.693365 -3.500054 0.08 -0.25 0.14 -0.392
C -0.279150 -0.494726 -0.676982 -0.03 -0.43 0.15 -0.183
C -1.176948 -0.594433 3.759746 -0.08 0.13 -0.23 -0.623
C -3.675757 1.689985 4.061516 0.06 0.27 0.14 -0.513
C -1.996927 0.228963 2.759550 0.01 0.07 0.11 -0.009
C 1.124861 0.109044 -0.414189 -0.05 0.27 -0.43 -0.138
C 3.158414 0.483085 -2.025230 -0.13 0.38 -0.02 -0.159
C -4.779717 1.457099 3.056898 0.22 -0.08 0.06 0.610
C 3.592313 1.731238 -1.253095 0.04 -0.20 -0.08 -0.611
C -2.308884 1.611971 3.387000 -0.08 -0.11 0.09 -0.400
C 1.167136 -1.088810 -2.513183 -0.03 -0.05 0.02 -0.430
C 0.770518 1.402083 0.281314 0.09 -0.23 0.29 0.643
C -2.445747 -1.330292 0.292363 0.20 -0.21 0.59 0.632
C -3.183970 -1.713358 1.548282 -0.32 -0.01 0.01 -0.506
C 1.650954 0.229244 -1.861799 0.18 -0.05 0.12 -0.217
C 0.017916 -1.634761 -1.644957 -0.16 0.14 -0.12 -0.402
C -3.332244 -0.511314 2.494957 -0.02 -0.02 -0.14 -0.192
C 0.119266 1.171325 1.632658 -0.22 0.33 -0.01 -0.524
C 4.752680 -1.493851 -3.671991 -0.29 -0.27 0.01 0.802
H -2.625476 -2.505788 2.049717 0.07 -0.05 -0.01 0.225
H -4.073288 0.992542 1.109728 0.00 0.06 -0.09 0.236
H 1.982367 -1.809462 -2.551845 0.05 -0.03 -0.11 0.226
H 1.126682 1.076140 -2.317631 0.00 0.01 0.03 0.218
H -0.860910 0.258165 -1.222866 0.04 0.04 0.01 0.220
H -0.244278 -0.097060 4.010501 0.12 0.02 0.05 0.213
H 3.404207 1.632051 -0.188723 -0.01 0.07 0.13 0.199
H -4.170279 -2.101580 1.289677 0.05 -0.04 -0.02 0.233
H -3.766655 0.934143 4.845800 -0.02 -0.04 0.06 0.224
H -0.945840 -1.583862 3.373892 0.06 -0.16 0.01 0.206
H 2.836568 -1.111241 -4.495641 0.09 -0.07 0.00 0.234
H -0.529928 -1.584868 1.176486 -0.01 -0.05 0.06 0.222
H -1.848646 1.137670 0.820114 -0.01 0.01 0.00 0.212
H 2.893653 -0.263224 0.778466 0.12 -0.02 0.04 0.221
H -0.036379 2.139156 2.109418 0.07 0.00 0.00 0.235
H 0.821232 -0.906083 -3.529451 0.06 -0.06 -0.09 0.210
H 3.045431 2.601752 -1.605369 -0.04 0.13 0.00 0.220
H -1.740527 -0.719632 4.681895 -0.07 -0.02 0.12 0.215
H -5.313725 -0.093370 1.699433 0.00 0.07 -0.02 0.245
H 1.508329 -1.215151 1.289412 0.01 -0.06 0.11 0.205
H 0.326807 -2.525402 -1.096792 0.02 -0.08 0.04 0.196
H -3.684108 -0.916187 3.450616 0.05 0.03 -0.02 0.211
H 4.180230 -0.278535 -5.309741 -0.08 -0.05 -0.02 0.232
H -1.538113 1.860433 4.117696 0.05 0.09 -0.07 0.219
H 3.709154 -0.376661 -1.635102 -0.02 -0.04 0.02 0.196
H 0.777667 0.570784 2.255742 0.03 -0.05 0.08 0.220
H 2.368767 -1.639555 -0.180320 0.08 -0.14 -0.05 0.229
H 6.635493 -1.780312 -3.522823 -0.32 -0.05 0.07 0.497
H 4.657511 1.908802 -1.388796 0.11 0.02 0.00 0.202
H -0.860355 -1.890833 -2.233690 0.00 -0.07 0.06 0.235
H -3.818770 2.664190 4.531507 -0.09 -0.08 0.01 0.240
H 2.792159 1.304109 -3.991530 0.01 0.09 -0.03 0.211
H -2.285128 2.382162 2.613918 0.09 0.07 -0.04 0.208
H 4.487868 1.254854 -3.522373 -0.03 0.07 -0.03 0.210
```
Positions in Å, forces in eV/Å.

Calculated values
ΔE to the lowest compared entry with this formula, charge and spin = 0.1046 eV
energy = -35679.21342 eV
SMILES = C[C@H](CCC(=O)O)[C@H]1CC[C@H]2[C@@H]3C(=O)C[C@@H]4CC(=O)CC[C@]4(C)[C@H]3CC(=O)[C@]12C
strongest force on any atom = 0.8 eV/A
highest occupied orbital energy = -9.419 eV
M = 402.53 g/mol
frontier orbital gap = 9.8752 eV

---

Question: What is the formula in the second record?
Answer: C24H34O5

---

Question: Which of these has the lowest energy?
Answer: C24H34N8O5PS2

---

Question: Which value of highest occupied orbital energy does entry 1 give?
Answer: -5.853 eV